Record 1
Density functional theory data (ωB97M-V/def2-TZVPD) for C42H33HgNO2P2S2 as an isolated structure.

Structure (XYZ):
```
83
Properties=species:S:1:pos:R:3:forces:R:3:lowdin_spin:R:1
Hg -0.296 -1.697 -1.769 0.005 0.012 -0.055 0.001
O -0.542 2.414 -0.290 -0.033 0.032 -0.052 -0.006
S 0.223 1.202 0.136 0.113 -0.140 -0.094 0.058
C -1.647 1.324 2.146 0.114 -0.015 -0.021 0.040
C -1.607 1.920 3.417 -0.030 -0.012 0.012 0.030
C -2.681 2.636 3.906 0.002 -0.013 -0.011 0.000
C -3.835 2.775 3.138 0.003 0.017 0.012 0.029
C -3.903 2.158 1.902 0.002 -0.034 -0.030 -0.002
C -2.830 1.423 1.394 -0.101 -0.005 0.061 0.037
P -2.983 0.405 -0.127 0.168 0.194 -0.083 0.015
C -4.634 -0.350 0.174 -0.031 -0.061 -0.025 0.005
C -5.856 0.228 -0.168 0.009 -0.024 -0.007 0.001
C -7.050 -0.414 0.132 0.006 0.008 -0.001 0.000
C -7.037 -1.644 0.777 -0.006 -0.006 -0.002 0.000
C -5.825 -2.232 1.110 0.019 -0.006 0.004 0.000
C -4.630 -1.595 0.804 -0.004 0.030 0.025 0.000
C -3.411 1.616 -1.435 -0.070 0.063 0.036 0.001
C -3.315 2.997 -1.285 0.019 -0.019 -0.023 0.001
C -3.622 3.844 -2.342 -0.002 -0.008 0.000 0.000
C -4.027 3.326 -3.564 0.005 0.011 0.004 0.001
C -4.110 1.950 -3.730 0.008 -0.015 -0.007 0.000
C -3.796 1.105 -2.676 -0.016 -0.011 0.011 0.001
C 1.776 1.837 0.824 -0.040 0.015 0.065 0.036
C 1.734 3.056 1.481 -0.004 -0.015 -0.001 0.003
C 2.878 3.541 2.092 0.006 0.005 -0.004 0.003
C 4.052 2.799 2.038 0.006 0.002 -0.002 0.001
C 4.090 1.594 1.352 -0.006 0.023 -0.040 0.005
C 2.951 1.098 0.717 0.037 0.026 0.009 0.004
P 2.917 -0.461 -0.265 -0.043 -0.039 0.040 0.003
C 3.236 0.192 -1.951 -0.004 0.002 -0.043 0.001
C 3.173 1.537 -2.304 0.028 -0.012 0.002 0.000
C 3.335 1.929 -3.628 -0.004 0.005 0.014 0.000
C 3.571 0.986 -4.614 0.003 -0.004 -0.006 0.000
C 3.630 -0.361 -4.275 -0.003 -0.011 0.005 0.000
C 3.450 -0.752 -2.960 -0.013 0.015 -0.005 0.000
C 4.567 -1.159 0.145 0.030 0.018 0.012 0.001
C 4.591 -2.137 1.139 0.016 0.016 0.026 0.000
C 5.787 -2.721 1.535 -0.015 0.000 0.003 0.000
C 6.976 -2.346 0.926 0.011 0.003 -0.006 0.000
C 6.964 -1.380 -0.072 -0.005 0.000 0.003 0.000
C 5.769 -0.788 -0.456 -0.019 -0.033 -0.036 0.000
H -0.703 1.801 4.001 0.005 0.003 -0.004 0.001
H -2.621 3.094 4.886 -0.005 0.004 -0.005 0.000
H -4.680 3.341 3.511 -0.001 -0.007 0.000 0.002
H -4.817 2.226 1.323 -0.005 0.002 0.012 0.000
H -5.876 1.182 -0.680 -0.002 0.007 -0.002 0.000
H -7.992 0.048 -0.139 0.003 -0.002 -0.002 0.000
H -7.969 -2.145 1.009 0.001 0.002 0.000 0.000
H -5.804 -3.199 1.598 -0.003 0.004 -0.004 0.000
H -3.685 -2.072 1.037 -0.025 -0.010 -0.025 0.000
H -2.966 3.407 -0.347 -0.008 -0.003 0.006 0.000
H -3.534 4.916 -2.209 0.000 -0.003 -0.001 0.000
H -4.264 3.990 -4.386 -0.002 -0.004 0.002 0.000
H -4.408 1.532 -4.684 0.000 0.005 0.004 0.000
H -3.850 0.031 -2.817 -0.004 -0.003 0.007 0.000
H 0.794 3.596 1.506 0.007 -0.002 0.003 0.000
H 2.855 4.488 2.616 -0.003 -0.005 0.001 0.000
H 4.948 3.161 2.528 -0.008 0.005 -0.002 0.000
H 5.018 1.038 1.312 0.000 -0.006 -0.001 0.000
H 2.992 2.287 -1.545 -0.006 0.001 0.001 0.000
H 3.272 2.980 -3.883 0.000 -0.005 -0.003 0.000
H 3.695 1.294 -5.645 0.000 -0.001 0.003 0.000
H 3.797 -1.108 -5.041 -0.001 0.007 0.001 0.000
H 3.468 -1.807 -2.707 -0.003 0.003 0.007 0.000
H 3.657 -2.429 1.606 0.004 0.002 -0.003 0.000
H 5.788 -3.474 2.314 0.002 0.005 -0.002 0.000
H 7.910 -2.805 1.227 -0.003 0.000 -0.001 0.000
H 7.890 -1.083 -0.551 -0.002 -0.002 0.002 0.000
H 5.766 -0.033 -1.233 0.007 -0.001 0.003 0.000
S 0.439 -0.494 2.562 0.100 0.073 0.067 0.318
C -0.456 0.617 1.662 -0.116 0.043 0.191 0.380
O -2.151 -3.614 0.283 -0.171 -0.170 -0.018 0.001
N -0.979 -4.084 0.483 0.123 0.137 0.013 0.001
C -0.208 -3.580 1.479 -0.163 -0.044 -0.144 0.011
C 1.075 -4.036 1.673 0.080 -0.019 0.042 0.003
C 1.606 -5.020 0.854 -0.014 0.017 0.037 0.000
C 0.808 -5.516 -0.165 -0.048 -0.004 -0.043 0.001
C -0.471 -5.035 -0.339 0.025 -0.045 0.027 0.000
H -0.672 -2.777 2.033 0.080 -0.029 0.062 0.010
H 1.653 -3.586 2.470 -0.022 0.036 -0.012 0.000
H 2.617 -5.376 0.993 0.002 0.005 -0.002 0.000
H 1.171 -6.270 -0.850 0.009 0.001 0.003 0.000
H -1.149 -5.343 -1.118 0.007 -0.010 -0.008 0.000
```
Forces are in eV/Å.

Values from the calculation:
energy above the lowest of the compared OMol25 structures with the same formula, charge and spin = 8.2 kcal per mole
2S+1 = 2
highest occupied orbital energy (alpha / beta) = -2.8 / -4.5 eV
total charge = -1
Kohn-Sham gap (alpha / beta) = 0.19600 / 0.25602 Eh
expectation value of S² = 0.757

---

Record 2
Density functional theory data (ωB97M-V/def2-TZVPD) for C42H33N4O6PSTi as an isolated structure.

Structure (XYZ):
```
88
Properties=species:S:1:pos:R:3:forces:R:3:lowdin_spin:R:1
Ti 0.227 0.677 1.150 -0.390 0.360 -0.290 1.074
C 1.987 -0.203 5.145 0.048 -0.063 -0.035 0.001
O 1.548 1.178 5.129 -0.041 0.027 -0.013 0.031
C 1.129 1.405 3.884 -0.099 0.299 0.056 0.073
N 1.337 0.494 2.998 0.082 -0.222 0.073 0.037
C 2.040 -0.615 3.652 0.024 0.016 0.079 0.002
C 3.453 -0.794 3.148 -0.022 -0.025 -0.001 0.001
C 4.194 0.282 2.681 0.002 -0.001 0.001 0.001
C 5.506 0.099 2.268 -0.014 0.035 -0.005 0.000
C 6.084 -1.159 2.321 0.007 -0.044 0.005 0.000
C 5.346 -2.238 2.787 0.010 0.006 -0.001 0.000
C 4.036 -2.055 3.197 -0.027 0.028 -0.005 0.000
C 0.456 2.612 3.485 0.127 -0.287 0.251 0.128
C 0.170 3.688 4.298 0.083 -0.019 -0.105 -0.009
C -0.463 4.800 3.753 -0.022 0.020 0.002 0.147
C -0.788 4.775 2.392 -0.004 0.026 -0.007 -0.005
C -0.500 3.656 1.649 -0.001 -0.193 -0.055 0.113
N 0.108 2.545 2.162 0.063 -0.143 -0.247 0.212
C -0.820 3.485 0.256 0.032 0.117 0.172 0.055
N -0.540 2.399 -0.380 -0.072 -0.113 -0.134 0.036
C -1.170 2.575 -1.719 0.012 0.061 0.035 0.002
C -1.392 4.089 -1.781 0.024 0.026 0.003 0.001
O -1.444 4.477 -0.395 0.012 -0.031 -0.039 0.023
C -0.435 2.089 -2.941 -0.014 -0.003 0.013 0.000
C -1.065 2.256 -4.176 -0.002 0.000 0.031 0.000
C -0.461 1.822 -5.342 0.018 0.003 -0.025 0.000
C 0.787 1.208 -5.291 -0.001 -0.014 -0.006 0.000
C 1.422 1.057 -4.071 0.001 0.011 0.031 0.000
C 0.819 1.507 -2.899 0.038 0.000 -0.022 0.000
H 1.259 -0.780 5.715 -0.031 0.037 -0.010 0.001
H 2.959 -0.241 5.630 -0.005 -0.004 0.003 0.000
H 1.482 -1.536 3.484 0.027 -0.020 0.013 0.001
H 3.737 1.262 2.614 0.009 0.006 -0.007 0.000
H 6.073 0.940 1.892 -0.003 0.001 0.000 0.000
H 7.105 -1.303 1.990 -0.001 0.003 -0.001 0.000
H 5.786 -3.227 2.817 0.004 0.004 -0.003 0.000
H 3.448 -2.901 3.536 0.013 -0.006 -0.004 0.000
H 0.455 3.643 5.341 -0.001 0.015 0.005 -0.004
H -0.694 5.660 4.364 -0.007 0.013 -0.019 0.010
H -1.269 5.610 1.903 -0.003 0.013 0.035 -0.003
H -2.140 2.072 -1.683 -0.016 0.001 -0.005 0.001
H -2.319 4.386 -2.262 -0.011 0.004 0.013 0.000
H -0.545 4.598 -2.246 -0.007 0.001 -0.015 0.000
H -2.052 2.705 -4.218 -0.001 0.000 -0.008 0.000
H -0.961 1.956 -6.293 -0.010 0.000 0.004 0.000
H 1.258 0.858 -6.200 -0.002 0.003 -0.002 0.000
H 2.397 0.589 -4.019 -0.002 -0.004 -0.001 0.000
H 1.326 1.392 -1.955 0.007 0.000 0.021 0.000
O 1.127 -1.461 0.966 0.006 -0.034 0.071 0.003
S 2.046 -1.073 -0.126 0.299 0.016 -0.011 0.003
O 3.396 -1.528 -0.022 -0.030 0.008 -0.026 0.001
O 1.879 0.402 -0.236 0.003 0.065 0.114 0.022
C 1.385 -1.785 -1.617 -0.065 0.004 -0.036 0.000
C 2.288 -2.373 -2.491 -0.049 0.038 0.058 0.000
C 1.822 -2.995 -3.639 0.008 -0.013 -0.008 0.000
C 0.459 -3.060 -3.880 -0.011 -0.017 -0.033 0.000
C -0.439 -2.481 -2.996 0.008 0.014 0.008 0.000
C 0.007 -1.803 -1.866 0.095 0.060 0.062 -0.001
P -1.114 -1.015 -0.642 -0.150 -0.241 -0.002 -0.003
C -2.561 -0.383 -1.558 0.005 0.026 0.095 0.000
C -2.674 -0.192 -2.928 -0.035 -0.009 -0.004 0.000
C -3.822 0.392 -3.457 0.020 -0.025 -0.034 0.000
C -4.854 0.792 -2.626 -0.013 0.006 0.026 0.000
C -4.741 0.614 -1.250 0.004 0.016 -0.019 0.000
C -3.603 0.035 -0.721 0.030 -0.023 -0.007 0.000
C -1.862 -2.533 0.099 -0.030 0.051 -0.087 0.000
C -2.885 -3.199 -0.578 0.041 0.045 0.018 0.000
C -3.434 -4.364 -0.066 -0.006 -0.022 0.017 0.000
C -2.969 -4.879 1.136 -0.013 -0.004 -0.031 0.000
C -1.954 -4.225 1.815 0.015 0.004 0.003 0.000
C -1.399 -3.062 1.301 0.025 0.036 0.039 0.000
H 3.341 -2.350 -2.248 0.008 -0.012 -0.013 0.000
H 2.521 -3.452 -4.326 0.001 0.004 -0.001 0.000
H 0.086 -3.576 -4.756 0.005 0.000 0.000 0.000
H -1.499 -2.573 -3.185 0.003 0.002 0.010 0.000
H -1.864 -0.458 -3.592 0.006 0.000 -0.010 0.000
H -3.897 0.539 -4.528 -0.001 0.000 0.006 0.000
H -5.744 1.243 -3.044 0.000 0.003 0.000 0.000
H -5.539 0.934 -0.592 0.000 -0.005 0.001 0.000
H -3.501 -0.091 0.353 -0.029 0.010 -0.009 0.000
H -3.274 -2.796 -1.505 -0.015 -0.014 -0.006 0.000
H -4.230 -4.864 -0.603 -0.001 0.003 -0.002 0.000
H -3.403 -5.784 1.542 0.002 0.001 0.004 0.000
H -1.593 -4.615 2.758 0.003 0.002 0.000 0.000
H -0.608 -2.562 1.836 -0.024 -0.021 0.008 0.000
O -2.426 -0.804 4.166 0.012 -0.025 -0.026 0.018
C -1.916 -0.404 3.173 -0.011 0.020 0.024 0.017
N -1.424 -0.006 2.162 0.051 0.083 0.019 0.013
```
Forces are in eV/Å.

Values from the calculation:
energy above the lowest of the compared OMol25 structures with the same formula, charge and spin = 11.8 kcal per mole
2S+1 = 3
highest occupied orbital energy (alpha / beta) = -5.9 / -8.6 eV
Kohn-Sham gap (alpha / beta) = 0.21740 / 0.30905 Eh
expectation value of S² = 2.024